<P>
Computed, not measured: a cluster of 2 separate species, C24H33F2OSi in total, with ωB97M-V/def2-TZVPD.

Total charge = +1
Highest occupied orbital energy = -11.81 eV

Last column: Mulliken charge in e.
Element x y z (Å)
C -3.59 -0.81 -1.18  -1.485
C -2.68 -1.74 -1.99  0.975
C -2.54 -3.12 -1.33  -1.610
Si -1.00 -0.94 -2.44  -0.503
C 0.46 -2.16 -2.26  0.942
C 1.61 -1.64 -1.40  -1.363
C 0.98 -2.64 -3.62  -1.902
C -1.12 -0.28 -4.23  0.919
C -0.98 1.24 -4.30  -1.507
C -2.35 -0.76 -4.99  -1.747
O -0.69 0.38 -1.39  -0.394
C -0.62 0.29 -0.05  0.572
C -0.07 1.25 0.78  -1.108
H -4.57 -1.30 -1.08  0.456
H -3.20 -0.61 -0.17  0.271
H -3.75 0.15 -1.69  0.344
H -3.15 -1.89 -2.97  0.350
H -3.54 -3.54 -1.18  0.475
H -1.97 -3.81 -1.96  0.386
H -2.06 -3.06 -0.35  0.277
H 0.01 -3.02 -1.73  0.395
H 2.41 -2.39 -1.38  0.530
H 2.04 -0.71 -1.81  0.338
H 1.30 -1.46 -0.37  -0.101
H 1.68 -3.47 -3.47  0.466
H 0.17 -3.00 -4.27  0.386
H 1.52 -1.84 -4.13  0.401
H -0.23 -0.71 -4.71  0.390
H -0.93 1.54 -5.35  0.448
H -1.83 1.75 -3.84  0.301
H -0.06 1.59 -3.81  0.284
H -2.27 -0.47 -6.05  0.448
H -2.46 -1.85 -4.96  0.388
H -3.27 -0.31 -4.60  0.354
H -1.07 -0.63 0.38  0.419
H -0.77 1.49 1.64  0.344
H 0.56 2.05 0.34  0.216
F 1.77 6.70 4.50  -0.273
C 1.65 5.42 4.03  0.378
C 2.06 5.15 2.73  -0.691
C 1.96 3.85 2.26  -0.416
C 1.44 2.79 3.06  0.605
C 1.48 1.47 2.42  -0.442
C 1.54 0.22 3.17  0.409
C 1.91 -0.91 2.39  -0.163
C 1.94 -2.20 2.92  -0.781
C 1.57 -2.37 4.25  0.422
F 1.59 -3.63 4.77  -0.295
C 1.27 -1.30 5.08  -0.967
C 1.30 0.00 4.56  -0.294
C 0.94 3.14 4.35  -0.196
C 1.15 4.43 4.87  -0.833
H 2.43 5.94 2.08  0.437
H 2.27 3.62 1.23  0.311
H 2.09 1.44 1.48  0.834
H 2.15 -0.77 1.33  0.407
H 2.20 -3.05 2.29  0.483
H 1.01 -1.47 6.12  0.466
H 1.12 0.83 5.23  0.303
H 0.33 2.44 4.91  0.486
H 0.87 4.67 5.88  0.458

=====

<Q>
Computed, not measured: the ion C24H33F2OSi with charge +1, with ωB97M-V/def2-TZVPD.

Total charge = +1
Highest occupied orbital energy = -11.51 eV

Last column: Mulliken charge in e.
Element x y z (Å)
C -3.39 -0.86 2.26  -1.677
C -1.99 -1.22 2.82  1.586
C -2.13 -1.24 4.36  -1.803
C -1.69 -2.66 2.37  -1.692
Si -0.67 0.05 2.18  0.475
C -0.72 0.02 0.34  -1.101
C -0.98 1.59 3.14  -1.190
O 1.05 -0.25 2.54  -0.151
C 2.34 -0.28 2.29  0.476
C 2.97 -1.41 3.05  -1.319
C 3.04 1.07 1.98  -0.609
H -3.41 -0.86 1.16  0.379
H -4.11 -1.63 2.61  0.436
H -3.75 0.11 2.62  0.376
H -1.18 -1.49 4.86  0.341
H -2.50 -0.28 4.75  0.394
H -2.87 -2.01 4.63  0.473
H -0.74 -3.03 2.79  0.326
H -2.50 -3.32 2.73  0.475
H -1.66 -2.75 1.28  0.353
H -1.68 0.46 0.03  0.412
H 0.11 0.62 -0.07  0.344
H -0.64 -1.01 -0.04  0.328
H -1.96 1.98 2.85  0.370
H -0.97 1.41 4.23  0.358
H -0.21 2.35 2.91  0.386
H 4.06 -1.48 2.96  0.378
H 2.74 -1.45 4.14  0.385
H 2.52 -2.35 2.67  0.432
H 3.86 1.04 2.74  0.407
H 2.34 1.84 2.36  0.264
C 7.94 -2.13 -0.77  -1.501
C 6.84 -1.26 -0.29  0.629
C 7.11 0.05 0.09  0.189
F 8.39 0.54 -0.08  -0.333
C 6.13 0.89 0.59  -0.670
C 4.80 0.49 0.43  0.247
C 3.66 1.46 0.70  1.355
C 4.14 2.98 0.57  -0.017
C 5.06 3.33 -0.45  -0.589
C 5.47 4.64 -0.61  0.231
F 6.42 4.94 -1.56  -0.342
C 5.01 5.69 0.18  0.579
C 5.38 7.13 -0.14  -1.392
C 4.12 5.34 1.21  -0.854
C 3.69 4.02 1.41  -0.728
C 4.49 -0.85 0.16  -0.806
C 5.52 -1.73 -0.18  -1.043
H 7.64 -3.17 -0.71  0.392
H 8.16 -1.92 -1.82  0.303
H 8.87 -2.00 -0.21  0.352
H 6.38 1.87 1.00  0.752
H 2.95 1.33 -0.15  0.381
H 5.57 2.58 -1.07  0.617
H 4.81 7.83 0.48  0.379
H 6.43 7.38 0.03  0.304
H 5.18 7.42 -1.18  0.313
H 3.80 6.13 1.88  0.315
H 3.05 3.81 2.29  0.284
H 3.45 -1.19 0.23  0.695
H 5.29 -2.78 -0.36  0.347

=====

Which of them is the least stable? Correct choice: <P>.

=====

<P>
Computed, not measured: the molecule C5H8N2S, with ωB97M-V/def2-TZVPD.

Structure (SMILES) = C#C[C@@H](C)N(N)C=S
Highest occupied orbital energy = -8.16 eV

Last column: Mulliken charge in e.
Element x y z (Å)
C -0.62 1.06 -2.47  0.123
C -0.11 0.61 -1.46  -0.406
C 0.53 0.10 -0.21  -0.272
C 1.31 1.14 0.57  -1.293
N -0.45 -0.75 0.49  0.466
N -0.16 -2.11 0.42  -0.847
C -1.60 -0.40 1.05  -0.047
S -2.23 1.17 1.05  -0.309
H -1.12 1.47 -3.38  0.393
H 1.23 -0.65 -0.52  0.265
H 1.79 0.70 1.45  0.348
H 2.02 1.65 -0.06  0.393
H 0.55 1.88 0.88  0.270
H 0.62 -2.36 1.09  0.264
H 0.22 -2.30 -0.54  0.318
H -2.00 -1.22 1.63  0.334

=====

<Q>
Computed, not measured: the molecule C5H8N2S, with ωB97M-V/def2-TZVPD.

Structure (SMILES) = [H]/N=C1\N[C@H]2CS[C@@H]1C2
Highest occupied orbital energy = -8.72 eV

Last column: Mulliken charge in e.
Element x y z (Å)
H -3.11 -0.57 -0.11  0.228
N -2.59 0.14 -0.58  -0.698
C -1.39 0.13 -0.19  0.243
N -0.74 -0.63 0.79  -0.308
C 0.68 -0.35 0.78  -0.243
C 1.37 -0.97 -0.46  -0.701
S 0.68 -0.04 -1.89  -0.200
C -0.30 1.02 -0.74  0.015
C 0.64 1.17 0.47  -0.791
H -1.03 -1.60 0.89  0.288
H 1.13 -0.62 1.73  0.359
H 2.44 -0.85 -0.41  0.412
H 1.12 -2.06 -0.52  0.375
H -0.66 1.94 -1.27  0.368
H 0.16 1.72 1.29  0.311
H 1.61 1.57 0.21  0.342

=====

<R>
Computed, not measured: the molecule C5H8N2S, with ωB97M-V/def2-TZVPD.

Structure (SMILES) = C#C[C@H](C)N(N)C=S
Highest occupied orbital energy = -8.56 eV

Last column: Mulliken charge in e.
Element x y z (Å)
C -1.70 2.13 0.08  0.319
C -1.22 1.06 -0.18  -0.790
C -0.51 -0.18 -0.52  0.310
C -1.24 -1.43 -0.14  -1.380
N 0.80 -0.07 0.05  0.445
N 0.91 -0.06 1.43  -0.739
C 1.86 0.27 -0.69  -0.135
S 3.40 0.49 -0.14  -0.338
H -2.24 3.04 0.28  0.434
H -0.32 -0.21 -1.58  0.083
H -0.62 -2.32 -0.45  0.332
H -1.41 -1.44 0.93  0.386
H -2.25 -1.50 -0.66  0.347
H 1.41 -0.89 1.66  0.246
H 1.49 0.75 1.67  0.263
H 1.63 0.35 -1.74  0.217

=====

Which of them is the least stable? Correct choice: <P>.

=====

<P>
Computed, not measured: a cluster of 2 separate species, C2H3NOS2 in total, with ωB97M-V/def2-TZVPD.

Structure (SMILES) = C#[N+][S-].O=CS
Highest occupied orbital energy = -8.52 eV

Last column: Mulliken charge in e.
Element x y z (Å)
C -1.97 -0.88 -1.36  -0.100
N -2.42 -0.13 -0.60  -0.090
S -3.04 1.03 0.23  -0.220
H -1.54 -1.60 -1.95  0.417
O 0.61 -0.89 -0.53  -0.351
C 0.96 0.06 0.02  0.122
S 1.29 1.61 -0.80  -0.177
H 1.37 0.21 1.10  0.257
H 2.38 2.06 -0.11  0.141

=====

<Q>
Computed, not measured: a cluster of 2 separate species, C2H3NOS2 in total, with ωB97M-V/def2-TZVPD.

Highest occupied orbital energy (spin up / spin down) = -9.02 / -9.02 eV

Last column: Mulliken charge in e.
Element x y z (Å)
C 2.41 -0.53 0.42  0.475
C -2.29 -0.46 0.00  -0.390
N 2.28 0.16 -0.54  -0.345
O 2.45 -1.38 1.17  -0.400
S -1.93 1.03 0.49  0.140
S -0.68 1.94 -0.60  -0.300
H -1.70 -0.84 -0.82  0.281
H -2.96 -1.04 0.66  0.265
H 2.42 1.11 -0.76  0.274

=====

<R>
Computed, not measured: the molecule C2H3NOS2, with ωB97M-V/def2-TZVPD.

Highest occupied orbital energy (spin up / spin down) = -8.44 / -8.30 eV

Last column: Mulliken charge in e.
Element x y z (Å)
C -0.79 -0.14 0.24  -0.055
C 0.07 -1.01 -0.43  -0.363
N -0.65 1.20 0.06  0.150
O -0.06 1.70 -0.90  -0.427
S 1.74 -1.09 -0.53  0.083
S 2.59 0.15 0.68  -0.256
H -1.64 -0.67 0.71  0.293
H -0.33 -1.95 -0.70  0.318
H -0.94 1.82 0.85  0.258

=====

Which of them is the least stable? Correct choice: <R>.